Molecular formula: C54H96B2N12P2S3Ti
Method: DFT, the ωB97M-V functional and the def2-TZVPD basis

Structure (XYZ):
```
170
Properties=species:S:1:pos:R:3:forces:R:3:lowdin_charge:R:1
Ti 0.1901 0.5460 0.3606 -1.14 0.80 -1.31 0.712
C 3.3080 4.8638 1.3700 -0.05 -0.04 -0.02 -0.059
C 2.9839 4.0762 0.0854 0.12 -0.05 -0.03 -0.348
C 3.8832 4.6189 -1.0534 -0.05 -0.07 0.08 -0.043
C 3.2144 2.6098 0.3736 0.12 -0.08 -0.16 -0.241
C 4.5105 2.1102 0.4909 0.09 0.27 -0.05 0.031
C 4.3920 0.8407 1.0046 0.04 -0.04 -0.03 -0.190
C 5.4983 -0.1501 1.2366 0.05 0.00 0.01 -0.348
C 6.2308 -0.4079 -0.0861 -0.01 0.04 0.02 -0.054
C 6.4752 0.3413 2.3092 -0.02 -0.02 -0.05 -0.035
N 3.0855 0.6105 1.1939 -0.04 -0.02 0.09 0.044
N 2.3196 1.6643 0.7552 0.06 -0.21 0.15 0.061
B 2.5572 -0.5957 2.0032 -0.04 -0.08 -0.14 -0.535
N 2.2006 -1.6914 1.0088 -0.17 -0.16 0.18 0.053
N 1.2927 -1.4314 0.0167 0.51 0.04 0.04 -0.019
C 1.3251 -2.5150 -0.7960 0.06 -0.01 0.00 -0.276
C 2.2392 -3.4405 -0.3006 -0.02 -0.08 -0.12 0.044
C 2.7738 -2.8904 0.8446 0.09 -0.09 -0.11 -0.180
C 3.8045 -3.5156 1.7399 0.01 -0.11 -0.01 -0.360
C 3.1965 -4.7110 2.4828 0.01 0.02 0.01 -0.046
C 5.0315 -3.9445 0.9254 -0.05 0.02 0.01 -0.044
C 0.5496 -2.7898 -2.0579 0.04 -0.10 0.03 -0.388
C 1.4817 -2.7671 -3.2782 0.00 0.00 -0.04 -0.071
C -0.1175 -4.1741 -2.0041 -0.01 0.04 0.00 -0.061
N 1.3471 -0.2763 2.9002 0.09 0.10 -0.05 0.061
N 0.0742 -0.0685 2.4099 0.02 -0.48 0.79 -0.025
C -0.7645 -0.1955 3.4771 0.21 0.03 -0.05 -0.225
C -0.0027 -0.4652 4.6114 -0.09 -0.10 0.12 0.029
C 1.3158 -0.5022 4.2223 -0.07 0.04 0.16 -0.191
C 2.4705 -0.6641 5.1781 0.19 -0.07 -0.18 -0.335
C 3.1194 -2.0536 5.1482 -0.01 0.02 0.04 -0.038
C 3.4984 0.4662 5.0715 -0.04 0.02 0.04 -0.039
C -2.2607 0.0216 3.5940 0.07 -0.06 0.08 -0.374
C -3.1198 -1.2175 3.3189 0.00 -0.02 -0.07 -0.085
C -2.6003 0.4804 5.0232 -0.02 0.12 -0.03 -0.087
H 3.0751 5.9226 1.2317 0.02 -0.02 0.01 0.091
H 4.3726 4.7741 1.5949 -0.03 0.02 -0.01 0.091
H 2.7569 4.4980 2.2363 0.05 0.04 -0.06 0.050
H 1.9429 4.2374 -0.1698 -0.06 0.00 -0.10 0.068
H 4.6950 3.9332 -1.2931 -0.03 0.04 0.02 0.073
H 4.3313 5.5690 -0.7584 -0.02 -0.03 -0.02 0.081
H 3.3317 4.7960 -1.9725 -0.05 -0.03 -0.04 0.058
H 5.4273 2.6337 0.2626 -0.10 -0.08 0.03 0.124
H 5.0637 -1.0927 1.5648 0.01 0.03 0.00 0.095
H 6.7438 0.4967 -0.4246 -0.03 -0.06 0.00 0.083
H 5.5359 -0.7179 -0.8700 0.02 0.00 0.03 0.087
H 6.9792 -1.1923 0.0471 -0.02 0.05 -0.02 0.080
H 6.8780 1.3213 2.0399 0.00 -0.06 0.03 0.085
H 7.3114 -0.3553 2.4024 -0.03 0.04 0.01 0.086
H 5.9936 0.4282 3.2844 0.04 0.02 -0.05 0.065
H 3.4264 -0.9712 2.7174 -0.13 0.09 -0.11 0.099
H 2.4776 -4.4014 -0.7329 -0.04 0.11 0.05 0.126
H 4.1254 -2.7899 2.4839 -0.01 0.02 -0.09 0.083
H 2.8454 -5.4634 1.7716 0.02 0.04 0.05 0.084
H 2.3471 -4.4027 3.0970 0.04 -0.02 -0.05 0.078
H 3.9432 -5.1750 3.1323 -0.05 0.02 -0.03 0.086
H 4.7783 -4.7706 0.2561 0.03 0.05 0.02 0.084
H 5.8296 -4.2815 1.5906 -0.04 -0.01 -0.03 0.087
H 5.4125 -3.1215 0.3155 -0.02 -0.07 0.04 0.065
H -0.2132 -2.0311 -2.1735 -0.09 0.00 0.03 0.057
H 2.2217 -3.5699 -3.2068 -0.07 0.04 -0.01 0.085
H 2.0115 -1.8191 -3.3559 0.00 -0.04 -0.02 0.029
H 0.8976 -2.9269 -4.1929 0.06 0.01 0.09 0.083
H 0.6247 -4.9645 -2.1550 -0.08 0.05 0.03 0.081
H -0.8613 -4.2589 -2.8042 0.07 0.00 0.06 0.086
H -0.6090 -4.3425 -1.0485 -0.03 0.00 0.03 0.048
H -0.3615 -0.6013 5.6200 0.05 0.04 -0.13 0.122
H 2.0009 -0.5661 6.1565 -0.07 0.00 0.10 0.134
H 3.7066 -2.2049 4.2430 -0.06 0.00 0.17 0.048
H 2.3618 -2.8393 5.2040 0.06 0.05 -0.01 0.088
H 3.7880 -2.1644 6.0055 -0.04 0.01 -0.04 0.088
H 4.0382 0.4306 4.1253 -0.04 0.03 0.06 0.047
H 4.2241 0.3786 5.8840 -0.02 0.02 -0.06 0.089
H 3.0146 1.4439 5.1516 0.04 -0.07 -0.01 0.082
H -2.5523 0.7927 2.8898 -0.07 0.13 -0.13 0.039
H -2.7227 -2.0854 3.8543 -0.04 0.04 -0.02 0.091
H -3.1566 -1.4513 2.2604 0.02 -0.04 -0.01 -0.011
H -4.1382 -1.0327 3.6749 0.08 0.00 0.00 0.083
H -2.5669 -0.3681 5.7122 -0.03 0.06 -0.04 0.085
H -3.6170 0.8789 5.0430 0.04 -0.04 0.01 0.087
H -1.9221 1.2432 5.4112 -0.04 0.00 -0.04 0.071
C -3.8977 -6.1169 -0.6081 0.01 0.00 -0.07 -0.038
C -3.8284 -4.7620 0.1075 -0.06 -0.01 -0.01 -0.537
C -5.2079 -4.3646 0.6367 0.00 0.06 -0.01 -0.022
C -2.8690 -4.9135 1.2842 0.15 0.10 -0.07 -0.070
N -3.4247 -3.7289 -0.9092 -0.04 -0.08 0.04 0.012
C -4.0518 -3.7346 -2.1551 0.01 -0.09 0.16 -0.052
C -3.6503 -2.6470 -2.8211 0.17 0.16 0.04 -0.049
N -2.7664 -1.9465 -2.0112 -0.07 0.02 -0.09 0.059
B -2.2557 -0.5050 -2.2206 -0.23 -0.05 -0.16 -0.661
N -3.4641 0.4522 -2.0037 0.03 0.11 0.06 0.067
C -4.5920 0.5728 -2.7932 0.17 -0.15 0.01 -0.036
C -5.4705 1.3578 -2.1545 -0.06 0.13 0.10 -0.031
N -4.8919 1.7383 -0.9494 -0.01 0.13 0.10 0.018
C -3.6445 1.1766 -0.8751 -0.22 -0.26 -0.34 -0.599
S -2.5058 1.4089 0.3935 -0.07 0.07 0.22 0.669
C -5.5914 2.6184 0.0504 0.01 -0.03 0.01 -0.535
C -5.7085 1.8930 1.3945 0.12 -0.04 -0.08 -0.032
C -4.8601 3.9577 0.1782 0.03 -0.12 -0.07 -0.034
C -7.0010 2.8995 -0.4594 -0.12 -0.02 -0.04 -0.057
N -1.5534 -0.2797 -3.5791 -0.04 -0.19 -0.10 0.064
C -2.0937 -0.4507 -4.8460 -0.01 0.02 0.26 -0.042
C -1.1340 -0.2166 -5.7458 0.21 0.09 -0.05 -0.044
N 0.0289 0.1134 -5.0526 0.07 0.04 -0.14 0.024
C -0.2364 0.0626 -3.7100 -0.30 0.11 -0.19 -0.588
S 0.8623 0.3751 -2.4422 0.16 -0.01 0.14 0.754
C 1.2497 0.4770 -5.8652 0.00 0.03 -0.07 -0.529
C 1.5521 -0.7084 -6.7868 -0.02 -0.06 -0.02 -0.026
C 2.5064 0.7859 -5.0599 -0.05 -0.10 0.17 -0.071
C 0.9064 1.7245 -6.6880 -0.11 0.01 0.08 -0.025
C -2.6393 -2.6056 -0.8193 -0.11 -0.14 -0.35 -0.623
S -1.6102 -2.1247 0.4339 -0.09 -0.04 0.23 0.776
H -4.0356 -6.9028 0.1352 -0.01 0.04 -0.04 0.091
H -2.9678 -6.3132 -1.1479 -0.06 -0.01 0.04 0.095
H -4.7325 -6.1815 -1.3081 0.06 -0.03 0.05 0.074
H -5.5767 -5.1300 1.3235 0.02 0.06 -0.03 0.094
H -5.9283 -4.2563 -0.1779 0.03 -0.02 0.05 0.084
H -5.1441 -3.4147 1.1743 -0.02 -0.05 -0.02 0.087
H -3.2164 -5.7632 1.8773 0.01 0.06 -0.05 0.091
H -2.8514 -4.0316 1.9169 0.02 0.03 0.00 0.038
H -1.8491 -5.1154 0.9540 -0.03 0.01 0.01 0.077
H -4.7268 -4.5114 -2.4681 0.09 0.07 0.08 0.118
H -3.9180 -2.3379 -3.8169 0.06 0.01 0.08 0.107
H -1.4739 -0.2592 -1.3989 0.21 0.05 0.22 -0.008
H -4.7037 0.0825 -3.7453 0.06 0.03 0.10 0.111
H -6.4519 1.6702 -2.4619 0.13 -0.04 0.06 0.115
H -4.7295 1.6554 1.8080 -0.03 0.00 0.00 0.035
H -6.2698 0.9626 1.2733 0.04 0.06 0.01 0.096
H -6.2437 2.5316 2.1007 0.02 -0.03 -0.05 0.094
H -3.8333 3.8104 0.5037 0.07 0.01 0.02 0.026
H -5.3755 4.5834 0.9107 0.03 -0.05 -0.05 0.096
H -4.8600 4.4824 -0.7816 0.02 -0.03 0.06 0.094
H -7.5788 1.9802 -0.5842 0.02 0.08 0.03 0.094
H -6.9919 3.4522 -1.4017 -0.03 -0.01 0.08 0.089
H -7.5105 3.5148 0.2818 0.01 -0.01 -0.02 0.097
H -3.1224 -0.7119 -5.0224 0.09 -0.01 0.07 0.104
H -1.1836 -0.2550 -6.8203 0.07 0.03 0.12 0.123
H 1.6256 -1.6330 -6.2100 0.02 0.06 -0.03 0.083
H 2.5082 -0.5373 -7.2835 -0.06 -0.01 -0.01 0.095
H 0.7938 -0.8384 -7.5616 0.04 -0.01 0.05 0.080
H 2.8766 -0.0871 -4.5238 -0.02 0.03 0.02 0.069
H 2.3535 1.5890 -4.3451 0.02 0.02 -0.01 0.041
H 3.2698 1.0987 -5.7749 -0.03 -0.04 0.00 0.095
H 0.0044 1.5881 -7.2862 0.05 0.02 0.01 0.078
H 1.7314 1.9493 -7.3671 -0.05 -0.02 0.06 0.096
H 0.7558 2.5854 -6.0298 0.01 -0.06 -0.06 0.087
C 0.8743 3.0425 3.3614 -0.14 -0.12 -0.04 -0.254
P -0.4176 2.9450 2.0588 0.37 0.16 0.16 0.833
C -1.8524 3.4236 3.1049 -0.12 -0.20 -0.24 -0.245
C -0.2067 4.5471 1.1579 0.06 -0.15 -0.09 -0.381
C -0.6443 4.4966 -0.3068 -0.05 -0.11 0.09 -0.389
P -0.2713 2.9198 -1.2336 0.11 0.18 -0.12 0.782
C 1.0171 3.4486 -2.4522 0.01 0.12 0.20 -0.315
C -1.6634 3.0680 -2.4315 0.01 -0.22 0.07 -0.237
H 0.9143 4.0400 3.8023 0.01 0.00 0.03 0.058
H 1.8448 2.7694 2.9532 -0.02 -0.01 0.03 0.015
H 0.6184 2.3190 4.1408 0.00 0.03 -0.02 0.038
H -1.6626 4.4107 3.5253 0.01 0.03 0.02 0.054
H -1.9715 2.7191 3.9172 -0.07 -0.11 0.13 0.013
H -2.7749 3.4429 2.5217 0.07 0.01 0.02 0.020
H 0.8382 4.8304 1.2517 -0.07 0.02 0.00 0.040
H -0.7856 5.3058 1.6837 0.02 0.08 0.05 0.083
H -0.2150 5.3330 -0.8610 -0.04 0.05 -0.03 0.084
H -1.7292 4.6055 -0.3594 -0.02 -0.01 0.01 0.061
H 0.7466 3.0303 -3.4173 -0.02 0.00 -0.06 0.009
H 1.9925 3.0547 -2.1923 0.12 0.02 0.00 0.009
H 1.0500 4.5380 -2.5347 0.02 -0.03 0.03 0.053
H -1.5326 4.0171 -2.9532 0.00 0.03 -0.03 0.063
H -2.6266 3.0718 -1.9282 0.04 0.05 -0.01 0.018
H -1.6398 2.2570 -3.1601 0.01 0.07 0.04 0.038
```
Positions in Å, forces in eV/Å.

## Properties
Total energy   -5548.934730 Eh
Spin multiplicity   2
Net charge   +1
Gap between HOMO and LUMO (spin up / spin down)   6.726 / 7.225 eV
Molar mass   1141.09 g mol⁻¹
⟨S²⟩   0.7576
LUMO level (spin up / spin down)   -2.3 / -1.8 eV